{
  "formula": "C16H23Cl2N3O3",
  "method": "wB97M-V/def2-TZVPD",
  "elements": ["H", "Cl", "C", "H", "C", "C", "C", "H", "C", "H", "C", "H", "H", "C", "H", "C", "N", "N", "H", "H", "Cl", "C", "C", "H", "C", "C", "H", "H", "H", "O", "H", "H", "H", "C", "C", "H", "H", "H", "H", "C", "O", "H", "H", "H", "O", "N", "C"],
  "coordinates": [[4.0117, 0.3886, 0.8726], [4.9517, -3.1625, -2.2937], [4.3830, -1.1729, -0.5306], [-4.4482, 0.6197, 2.3839], [-4.0173, 0.1183, 1.5017], [-2.9413, 3.0914, -0.5137], [-0.5232, -0.2897, -0.9953], [0.6339, -2.0763, -1.3990], [-1.7747, 1.0369, 1.5176], [0.9105, -0.7392, -2.5150], [-5.1321, -0.3548, 0.5752], [-3.4754, -0.7608, 1.8492], [-5.7595, 0.4666, 0.2407], [-1.5428, -0.1952, -2.1517], [-1.3633, -0.9893, 2.1863], [4.7589, -0.2697, 0.4618], [-3.0591, 0.9916, 0.8249], [3.0865, -1.2768, -1.0189], [-3.4958, 2.9256, 1.5706], [-0.2641, 0.7423, -0.7295], [8.6482, -0.9958, 0.9366], [5.3682, -2.0190, -1.0551], [-0.9990, -0.2883, 1.4323], [-3.4238, 4.0585, -0.6309], [6.6754, -1.9699, -0.6115], [7.0177, -1.0603, 0.3779], [-1.8968, 1.3076, 2.5794], [-4.6595, 2.2498, 0.4215], [0.0575, -0.0782, 1.6515], [1.9581, 0.2998, 0.1810], [6.3372, 0.4936, 1.6820], [7.4181, -2.6302, -1.0294], [-3.0560, 2.5328, -1.4379], [6.0630, -0.2114, 0.9140], [-3.5958, 2.3410, 0.6411], [2.9842, -1.9672, -1.7548], [-4.7124, -0.8423, -0.2995], [-5.7620, -1.0653, 1.1047], [-1.1778, 1.8201, 1.0493], [1.9748, -0.5665, -0.6646], [-1.2429, -0.3744, -3.3031], [-1.0256, -1.8972, 0.1627], [-1.8827, 3.2653, -0.3386], [-2.8057, 0.2831, -0.7596], [-2.7574, 0.1133, -1.7581], [-1.2000, -0.9009, 0.1334], [0.7558, -0.9917, -1.4612]],
  "homo_energy_ev": -8.8,
  "homo_lumo_gap_ev": 9.33,
  "e_lumo_ha": 0.0204,
  "mol_weight_g_mol": 376.28
}